No. 1
The following is a DFT calculation (wB97M-V/def2-TZVPD) of a molecular structure, C20H50CrNO2P2Si4Te at a distorted geometry.

Computed properties:
Multiplicity = 5
LUMO energy (spin up / spin down) = -2.88 / -2.98 eV
Net charge = +1
HOMO-LUMO gap (spin up / spin down) = 6.3 / 6.5 eV
Total energy = -4150.40578 hartree
Energy above the lowest of the compared OMol25 structures with the same formula, charge and spin = 0.0 kcal/mol
⟨S²⟩ = 6.0452

The geometry in XYZ format:
```
81
Properties=species:S:1:pos:R:3:lowdin_charge:R:1
Cr -0.161 0.106 0.106 -0.10
P -1.229 0.413 -1.936 0.73
C -1.288 2.243 -1.844 -0.26
C -1.412 2.752 -0.427 -0.30
N -0.954 1.969 0.567 -0.01
C -0.919 2.403 1.843 -0.29
C -1.444 3.643 2.168 0.00
C -1.980 4.455 1.167 -0.01
C -1.932 4.004 -0.150 0.00
C -0.269 1.492 2.874 -0.27
P 0.903 0.296 2.161 0.73
H -2.295 4.599 -0.978 0.13
H -1.391 3.961 3.211 0.13
H -2.417 5.419 1.412 0.12
H 0.292 2.079 3.615 0.10
H -1.037 0.918 3.417 0.11
H -0.340 2.589 -2.308 0.12
H -2.133 2.576 -2.463 0.10
H 4.198 1.810 -1.625 0.04
O 3.588 2.493 -1.987 -0.09
H 4.144 3.269 -2.197 0.05
H 4.682 -0.945 0.448 0.04
O 5.265 -0.159 0.464 -0.08
H 6.134 -0.494 0.770 0.06
C 2.479 1.177 2.204 -0.22
H 2.672 1.497 3.241 0.06
H 3.298 0.539 1.837 0.03
H 2.399 2.057 1.547 0.06
C 1.026 -1.045 3.354 -0.26
H 1.792 -1.756 3.007 0.05
H 1.312 -0.634 4.338 0.07
H 0.049 -1.550 3.424 0.06
C -2.961 -0.096 -1.906 -0.23
H -3.512 0.424 -2.706 0.06
H -2.999 -1.187 -2.047 0.03
H -3.387 0.165 -0.924 0.06
C -0.572 0.004 -3.557 -0.23
H -0.474 -1.088 -3.647 0.03
H -1.242 0.392 -4.340 0.07
H 0.420 0.474 -3.643 0.06
C -1.571 -4.235 -4.036 -0.22
Si -0.228 -4.800 -2.835 0.29
C 0.061 -6.647 -3.097 -0.21
C 1.376 -3.922 -3.323 -0.27
Si -0.774 -4.147 -0.655 0.15
Te 0.782 -2.093 -0.472 0.61
Si -3.008 -4.956 -0.364 0.37
C -3.297 -6.722 -0.998 -0.19
C -3.414 -4.940 1.480 -0.23
C -4.226 -3.828 -1.260 -0.23
Si 0.528 -5.487 0.743 0.28
C 0.165 -7.342 0.715 -0.20
C 2.347 -5.275 0.283 -0.24
C 0.246 -4.880 2.504 -0.22
H -1.185 -4.412 -5.050 0.04
H -1.807 -3.166 -3.952 0.01
H -2.509 -4.795 -3.932 0.02
H 0.339 -6.773 -4.154 0.04
H 0.884 -7.050 -2.494 0.02
H -0.829 -7.262 -2.915 0.02
H 1.318 -2.829 -3.222 -0.04
H 2.240 -4.261 -2.740 0.02
H 1.552 -4.161 -4.381 0.03
H -2.679 -7.478 -0.496 0.02
H -4.349 -6.980 -0.800 0.04
H -3.142 -6.823 -2.081 0.02
H -3.248 -3.947 1.919 0.03
H -4.480 -5.182 1.596 0.03
H -2.839 -5.671 2.062 0.02
H -4.222 -2.813 -0.844 0.01
H -4.041 -3.757 -2.339 0.02
H -5.237 -4.237 -1.122 0.04
H 0.328 -7.812 -0.263 0.02
H 0.871 -7.800 1.425 0.04
H -0.848 -7.599 1.050 0.02
H 2.710 -4.239 0.288 -0.03
H 2.900 -5.834 1.052 0.03
H 2.589 -5.710 -0.696 0.02
H 0.478 -3.816 2.631 -0.01
H -0.776 -5.048 2.864 0.02
H 0.931 -5.458 3.141 0.04
```


No. 2
The following is a DFT calculation (wB97M-V/def2-TZVPD) of a molecular structure, C20H50F3N4O6Ti at a distorted geometry.

Computed properties:
Multiplicity = 4
LUMO energy (spin up / spin down) = 0.44 / 0.42 eV
HOMO-LUMO gap (spin up / spin down) = 4.2 / 8.6 eV
Total energy = -2611.45339 hartree
Energy above the lowest of the compared OMol25 structures with the same formula, charge and spin = 0.0 kcal/mol
⟨S²⟩ = 3.7524

The geometry in XYZ format:
```
84
Properties=species:S:1:pos:R:3:lowdin_charge:R:1
Ti -0.253 -1.193 -0.407 0.62
C 1.101 -3.893 -1.742 -0.50
O 2.103 -3.327 -2.630 -0.11
O 0.099 -3.087 -1.592 -0.20
C 0.663 -5.268 -2.291 -0.56
F 0.581 -5.304 -3.636 0.14
F 1.556 -6.236 -1.948 0.10
F -0.520 -5.655 -1.813 0.14
C 3.304 -4.037 -2.768 -0.30
C 4.390 -3.101 -3.268 -0.07
H 5.376 -3.522 -3.059 0.07
H 4.298 -2.882 -4.328 0.08
H 4.358 -2.171 -2.690 0.06
H 3.195 -4.865 -3.486 0.12
H 3.640 -4.549 -1.855 0.12
H 1.638 -4.112 -0.784 0.15
C -3.725 1.687 -0.310 -0.04
C -2.817 0.537 -0.727 -0.43
C -3.236 -0.101 -2.038 -0.23
O -4.499 -0.690 -1.876 -0.17
C -4.921 -1.358 -3.034 -0.11
N -1.386 0.954 -0.870 0.00
H -4.683 1.288 0.036 0.08
H -3.932 2.413 -1.099 0.09
H -3.315 2.217 0.556 0.06
H -2.829 -0.216 0.064 0.11
H -2.488 -0.832 -2.376 0.12
H -3.288 0.699 -2.805 0.14
H -4.176 -2.083 -3.389 0.09
H -5.118 -0.657 -3.856 0.09
H -5.826 -1.916 -2.803 0.09
H -1.213 1.664 -0.157 0.04
H -1.387 1.531 -1.716 0.10
C 3.068 1.254 -2.646 -0.05
C 2.646 0.631 -1.314 -0.40
C 1.983 1.668 -0.430 -0.22
O 2.944 2.629 -0.052 -0.17
C 2.412 3.597 0.813 -0.10
N 1.726 -0.510 -1.529 0.01
H 3.587 0.523 -3.270 0.08
H 3.691 2.139 -2.528 0.08
H 2.171 1.560 -3.198 0.08
H 3.562 0.262 -0.845 0.14
H 1.530 1.169 0.441 0.10
H 1.164 2.150 -0.990 0.13
H 1.782 4.301 0.252 0.09
H 3.249 4.159 1.231 0.09
H 1.837 3.149 1.628 0.07
H 1.208 -0.370 -2.399 0.09
H 2.308 -1.304 -1.798 0.06
C -0.355 6.308 2.591 -0.07
C -0.853 5.100 1.872 -0.46
C -0.713 3.831 2.687 -0.22
O -0.821 2.734 1.814 -0.23
C -0.501 1.493 2.423 -0.11
N -2.194 5.300 1.326 0.05
H -0.259 7.165 1.926 0.08
H 0.639 6.132 3.017 0.08
H -0.955 6.614 3.457 0.08
H -0.198 4.969 1.001 0.12
H -1.487 3.797 3.472 0.14
H 0.260 3.797 3.207 0.12
H -0.704 0.736 1.658 0.04
H -1.108 1.328 3.322 0.10
H 0.561 1.468 2.699 0.09
H -2.512 4.417 0.935 0.05
H -2.844 5.500 2.084 0.08
C -1.912 -3.067 3.531 -0.06
C -1.196 -2.238 2.462 -0.43
C 0.294 -2.424 2.608 -0.19
O 0.970 -1.434 1.841 -0.26
C 2.351 -1.340 2.074 -0.08
N -1.599 -2.548 1.093 0.01
H -1.823 -2.576 4.504 0.08
H -1.563 -4.097 3.644 0.08
H -2.977 -3.140 3.298 0.08
H -1.441 -1.198 2.676 0.12
H 0.618 -3.414 2.259 0.14
H 0.535 -2.319 3.673 0.14
H 2.795 -2.317 2.280 0.10
H 2.558 -0.681 2.931 0.10
H 2.807 -0.876 1.201 0.08
H -2.592 -2.463 0.916 0.09
H -1.335 -3.501 0.850 0.10
```


No. 3
The following is a DFT calculation (wB97M-V/def2-TZVPD) of 15 unconnected molecules or ions with the total composition C20H50FN15O30 at a distorted geometry.

Computed properties:
LUMO energy = -0.97 eV
HOMO-LUMO gap = 9.3 eV
Total energy = -3968.94171 hartree
Energy above the lowest of the compared OMol25 structures with the same formula, charge and spin = 116.9 kcal/mol

The geometry in XYZ format:
```
116
Properties=species:S:1:pos:R:3:lowdin_charge:R:1
O 0.777 -2.387 -1.030 -0.02
C 0.175 -3.600 -1.165 -0.14
F 0.720 -4.835 -0.522 -0.04
C -1.246 -3.699 -2.041 -0.06
C -2.435 -3.241 -0.992 -0.16
C -2.832 -4.717 -0.315 -0.12
C -4.017 -5.270 -1.357 -0.18
N -4.635 -4.108 -2.159 0.03
C -3.934 -2.887 -1.578 -0.24
O -4.332 -1.622 -1.424 -0.04
H -1.150 -3.010 -2.990 0.14
H -1.349 -4.840 -2.371 0.13
H -1.961 -2.427 -0.268 0.16
H -3.280 -4.457 0.753 0.10
H -2.044 -5.578 -0.406 0.11
H -4.761 -6.025 -0.832 0.14
H -3.473 -5.875 -2.230 0.12
H -5.632 -3.867 -1.899 0.14
C 1.756 0.306 0.867 0.05
N 0.874 1.355 1.447 -0.39
O 1.076 2.523 1.094 0.03
O 0.004 0.976 2.239 0.06
H 2.471 0.780 0.191 0.11
H 2.274 -0.183 1.694 0.04
H 1.120 -0.397 0.325 0.08
C -7.043 0.242 -1.652 0.03
N -8.384 -0.038 -1.071 -0.42
O -8.867 0.821 -0.323 0.05
O -8.914 -1.111 -1.382 0.04
H -6.699 1.215 -1.295 0.08
H -6.369 -0.551 -1.322 0.07
H -7.150 0.246 -2.739 0.11
C 2.267 4.913 -0.281 0.05
N 3.677 5.347 -0.091 -0.40
O 4.430 4.575 0.516 0.06
O 3.989 6.450 -0.555 0.02
H 2.135 3.929 0.175 0.05
H 1.626 5.652 0.204 0.11
H 2.078 4.868 -1.356 0.10
C 1.307 -7.561 2.178 0.03
N 0.119 -8.162 1.516 -0.42
O -0.982 -7.655 1.760 0.04
O 0.324 -9.127 0.770 0.06
H 0.980 -6.726 2.802 0.09
H 1.773 -8.338 2.788 0.10
H 1.982 -7.214 1.393 0.10
C -4.093 3.879 -2.022 0.04
N -5.281 3.277 -2.684 -0.42
O -6.382 3.784 -2.440 0.04
O -5.076 2.313 -3.430 0.05
H -4.420 4.713 -1.398 0.10
H -3.627 3.102 -1.412 0.10
H -3.418 4.225 -2.807 0.10
C 6.107 4.428 -3.063 0.05
N 4.919 3.826 -3.726 -0.40
O 3.818 4.333 -3.482 0.06
O 5.124 2.862 -4.472 0.04
H 5.780 5.262 -2.440 0.09
H 6.573 3.651 -2.454 0.11
H 6.782 4.774 -3.849 0.10
C 4.499 -2.856 3.136 0.05
N 3.556 -1.781 2.725 -0.39
O 2.367 -2.094 2.587 0.04
O 4.035 -0.655 2.552 0.05
H 3.944 -3.789 3.251 0.10
H 5.253 -2.950 2.351 0.11
H 4.948 -2.555 4.084 0.11
C -8.842 5.850 -1.278 0.03
N -8.774 7.321 -1.487 -0.43
O -7.740 7.897 -1.129 0.05
O -9.761 7.857 -2.006 0.05
H -7.911 5.516 -0.816 0.08
H -9.692 5.650 -0.621 0.10
H -8.977 5.384 -2.256 0.10
C 0.874 -0.207 5.237 0.03
N 0.792 -1.271 6.274 -0.42
O -0.219 -1.290 6.986 0.04
O 1.745 -2.055 6.345 0.04
H -0.028 0.407 5.289 0.10
H 1.761 0.392 5.449 0.11
H 0.949 -0.700 4.265 0.07
C 3.305 9.400 -1.238 0.03
N 2.476 9.837 -2.394 -0.43
O 3.072 10.285 -3.380 0.05
O 1.250 9.719 -2.278 0.04
H 4.358 9.561 -1.478 0.10
H 3.009 10.000 -0.375 0.10
H 3.105 8.340 -1.071 0.06
C 4.397 0.155 -6.029 0.04
N 4.495 -1.234 -5.506 -0.42
O 5.279 -2.001 -6.079 0.04
O 3.783 -1.516 -4.535 0.05
H 5.075 0.262 -6.879 0.10
H 3.363 0.319 -6.339 0.11
H 4.682 0.832 -5.221 0.07
C -2.124 -3.708 4.459 0.05
N -2.890 -3.502 3.200 -0.41
O -2.802 -2.394 2.658 0.06
O -3.558 -4.459 2.791 0.03
H -1.585 -2.789 4.699 0.09
H -2.841 -3.951 5.245 0.11
H -1.426 -4.531 4.289 0.10
C 0.905 0.845 9.966 0.04
N 0.076 1.282 8.810 -0.42
O 0.672 1.730 7.824 0.04
O -1.150 1.164 8.926 0.06
H 1.958 1.006 9.726 0.10
H 0.609 1.446 10.829 0.10
H 0.705 -0.215 10.132 0.10
C 6.156 -5.091 -5.385 0.03
N 7.026 -6.211 -5.835 -0.43
O 6.465 -7.240 -6.230 0.05
O 8.247 -6.026 -5.778 0.04
H 5.111 -5.392 -5.489 0.10
H 6.396 -4.886 -4.340 0.10
H 6.374 -4.230 -6.019 0.08
```


No. 4
The following is a DFT calculation (wB97M-V/def2-TZVPD) of 5 unconnected molecules or ions with the total composition C20H50O5 at a distorted geometry.

Computed properties:
SMILES = CCOCC.CCOCC.CCOCC.CCOCC.CCOCC
LUMO energy = 0.77 eV
HOMO-LUMO gap = 10.3 eV
Total energy = -1167.81596 hartree
Energy above the lowest of the compared OMol25 structures with the same formula, charge and spin = 0.0 kcal/mol

The geometry in XYZ format:
```
75
Properties=species:S:1:pos:R:3:lowdin_charge:R:1
C -1.907 -4.952 1.984 -0.06
C -1.370 -3.731 1.201 -0.32
O -1.656 -2.700 2.031 -0.14
C -1.187 -1.447 1.469 -0.29
C -1.338 -0.394 2.474 -0.09
H -1.523 -5.839 1.525 0.04
H -3.015 -5.007 2.103 0.06
H -1.575 -4.927 3.173 0.13
H -1.881 -3.640 0.316 0.08
H -0.346 -3.844 0.951 0.11
H -1.725 -1.078 0.604 0.10
H -0.126 -1.421 1.088 0.12
H -0.804 -0.592 3.367 0.06
H -2.444 -0.390 2.769 0.11
H -1.018 0.522 2.007 0.08
C -2.023 -2.032 -2.720 -0.06
C -1.359 -0.710 -2.776 -0.24
O -0.142 -0.919 -2.021 -0.18
C 0.725 0.286 -1.976 -0.27
C 2.008 -0.053 -1.472 -0.08
H -2.140 -2.300 -1.836 -0.03
H -1.419 -2.836 -3.241 0.12
H -2.954 -2.101 -3.134 0.06
H -1.914 -0.015 -2.276 0.08
H -1.070 -0.561 -3.824 0.13
H 0.112 0.846 -1.386 0.09
H 0.902 0.639 -3.028 0.14
H 2.002 -0.599 -0.611 0.02
H 2.437 0.897 -1.116 0.07
H 2.472 -0.635 -2.315 0.12
C 4.551 2.247 -0.064 -0.05
C 4.886 1.398 1.194 -0.27
O 4.106 0.280 1.142 -0.15
C 4.286 -0.628 2.155 -0.34
C 3.378 -1.712 1.796 -0.09
H 5.110 3.177 -0.118 0.06
H 3.447 2.573 -0.004 0.08
H 4.749 1.805 -1.060 0.09
H 4.557 1.900 2.004 0.09
H 5.956 1.230 1.103 0.12
H 3.985 -0.369 3.045 0.07
H 5.385 -1.095 2.154 0.17
H 2.310 -1.147 1.971 0.12
H 3.156 -2.614 2.322 0.06
H 3.312 -1.943 0.631 0.12
C -6.181 -4.691 -1.128 -0.06
C -6.272 -3.556 -0.025 -0.21
O -5.465 -2.440 -0.486 -0.17
C -5.097 -1.593 0.554 -0.33
C -4.772 -0.376 -0.131 -0.09
H -5.303 -5.028 -1.339 -0.01
H -6.518 -4.362 -2.149 0.09
H -6.925 -5.451 -1.076 0.06
H -5.813 -4.040 1.084 0.17
H -7.313 -3.246 0.272 0.11
H -4.319 -2.015 1.092 0.10
H -5.971 -1.232 1.165 0.14
H -4.366 0.217 0.639 0.07
H -5.546 0.138 -0.717 0.11
H -4.036 -0.604 -0.802 0.03
C 1.269 3.948 -1.193 -0.04
C 2.348 4.972 -1.392 -0.26
O 2.967 5.402 -0.231 -0.11
C 4.008 6.172 -0.416 -0.43
C 4.329 6.892 0.818 -0.08
H 0.841 3.636 -2.071 0.06
H 0.471 3.966 -0.533 0.08
H 1.866 3.218 -0.881 -0.01
H 1.934 5.839 -1.674 0.07
H 3.003 4.651 -2.325 0.18
H 3.809 6.802 -1.347 0.13
H 4.987 5.848 -0.823 0.12
H 3.557 7.723 1.103 0.11
H 5.380 7.382 0.818 0.11
H 4.231 6.264 1.619 0.03
```


No. 5
The following is a DFT calculation (wB97M-V/def2-TZVPD) of 5 unconnected molecules or ions with the total composition C20H50O5 at a distorted geometry.

Computed properties:
SMILES = CCOCC.CCOCC.CCOCC.CCOCC.CCOCC
LUMO energy = 0.80 eV
HOMO-LUMO gap = 10.2 eV
Total energy = -1167.78748 hartree
Energy above the lowest of the compared OMol25 structures with the same formula, charge and spin = 17.9 kcal/mol

The geometry in XYZ format:
```
75
Properties=species:S:1:pos:R:3:lowdin_charge:R:1
C 0.133 -5.109 -4.021 -0.06
C -0.268 -4.378 -2.779 -0.30
O 0.861 -3.767 -2.198 -0.13
C 0.563 -3.188 -0.965 -0.26
C 1.682 -2.207 -0.587 0.00
H 0.525 -4.417 -4.711 0.06
H -0.502 -5.665 -4.600 0.04
H 0.965 -5.742 -3.563 0.11
H -0.589 -4.867 -1.937 0.08
H -1.206 -3.660 -3.052 0.16
H 0.496 -3.891 -0.264 0.08
H -0.335 -2.780 -0.819 0.07
H 1.804 -1.551 -1.284 0.00
H 2.590 -2.750 -0.385 0.08
H 1.421 -1.748 0.343 0.06
C -1.205 -1.089 2.544 -0.05
C -2.469 -1.267 1.583 -0.27
O -2.001 -0.692 0.359 -0.21
C -3.024 -0.744 -0.727 -0.24
C -2.425 -0.178 -1.870 -0.10
H -1.207 0.049 2.534 0.09
H -0.441 -1.572 2.067 0.02
H -1.423 -1.414 3.616 0.08
H -3.318 -0.629 1.821 0.10
H -2.862 -2.325 1.481 0.12
H -3.880 -0.277 -0.249 0.12
H -3.180 -1.794 -1.038 0.13
H -2.154 0.741 -1.770 0.00
H -3.034 -0.255 -2.743 0.10
H -1.387 -0.500 -2.128 0.10
C 1.084 -0.437 -4.073 -0.07
C 0.968 1.018 -3.619 -0.21
O -0.273 1.556 -4.202 -0.15
C -0.240 2.926 -4.162 -0.34
C -1.547 3.280 -4.766 -0.06
H 0.763 -0.490 -5.027 0.02
H 0.413 -1.283 -3.544 0.11
H 2.054 -0.893 -4.208 0.07
H 1.870 1.524 -3.971 0.12
H 0.948 1.156 -2.591 0.08
H 0.389 3.302 -4.767 0.06
H -0.220 3.223 -3.134 0.11
H -1.783 4.306 -4.310 0.11
H -2.216 2.644 -4.276 0.05
H -1.477 3.285 -5.894 0.11
C 2.022 -0.763 3.806 -0.09
C 1.710 -1.423 5.099 -0.25
O 0.406 -2.066 5.160 -0.14
C 0.073 -2.867 6.296 -0.37
C -1.228 -3.247 6.311 -0.18
H 1.127 0.009 3.497 0.13
H 2.388 -1.262 2.847 0.09
H 2.893 -0.183 4.021 0.05
H 1.803 -0.634 5.861 0.13
H 2.349 -2.118 5.414 0.07
H 0.013 -2.428 7.387 0.16
H 0.668 -3.764 6.425 0.12
H -1.948 -2.391 6.254 0.11
H -1.565 -3.991 6.988 0.07
H -1.438 -3.941 5.396 0.12
C 2.660 6.703 0.284 -0.05
C 2.190 5.383 0.914 -0.24
O 0.986 4.953 0.230 -0.17
C 0.190 3.991 0.845 -0.33
C -0.772 3.447 -0.083 -0.08
H 2.582 6.583 -0.598 -0.05
H 3.650 6.997 0.510 0.09
H 1.805 7.334 0.312 0.09
H 2.059 5.657 2.056 0.14
H 2.969 4.579 0.930 0.12
H -0.374 4.659 1.632 0.16
H 0.838 3.206 1.246 0.12
H -1.438 4.243 -0.509 0.11
H -1.276 2.649 0.314 0.05
H -0.205 3.234 -0.958 0.05
```


Which value of total energy does entry 1 give? -4150.40578 hartree


Which formula does entry 1 have? C20H50CrNO2P2Si4Te